[1]
DFT (the ωB97M-V functional and the def2-TZVPD basis) results for one molecule with the formula C8H12FN in a non-equilibrium geometry.

XYZ file:
```
22
Properties=species:S:1:pos:R:3:forces:R:3
F 1.9282 1.2037 -1.8712 0.125 -0.062 -0.028
N 3.0272 -0.7725 1.0750 0.561 -0.340 0.038
C -0.0906 -2.0805 -0.0950 -0.639 -1.180 -1.449
C 1.4299 1.4414 -0.6364 -1.578 -8.818 -4.268
C -1.3674 -0.2396 -1.0738 1.349 -3.792 -0.611
C 0.9123 0.2150 0.0399 -1.915 0.959 0.767
C 1.5381 2.6849 -0.2107 0.794 9.093 4.597
C 0.1567 0.5689 1.4196 -1.318 0.677 -0.998
C 2.0800 -0.4189 0.5333 1.484 -0.928 0.648
C 0.0425 -0.7713 -0.8567 1.690 0.311 0.359
H -0.6613 -2.8845 -0.6258 0.320 0.920 0.071
H 1.3962 2.7431 0.8757 -0.017 0.422 -0.336
H 2.2246 3.4636 -0.5515 -0.092 -0.639 -0.311
H 0.8358 0.9185 2.1581 1.006 -0.121 0.570
H 0.6855 -0.9478 -1.7757 -1.204 0.333 0.740
H 0.7859 -2.5633 0.2294 1.687 -0.334 -0.084
H -1.4584 0.4677 -1.7812 -0.001 2.697 -2.585
H -1.8390 -1.1515 -1.4950 -0.640 0.767 0.526
H -0.3380 -0.3524 1.8048 0.262 1.008 -0.285
H -0.5462 1.4673 1.3753 0.411 -1.492 -0.523
H -1.7928 0.1299 -0.2024 -0.955 0.158 1.740
H -0.5806 -1.9384 0.8137 -1.329 0.362 1.420
```
Positions in Å, forces in eV/Å.

Summary:
ΔE to the lowest compared entry with this formula, charge and spin ... 0.0646 eV
HOMO (spin up / spin down) ... -5.87 / -11.20 eV
Charge ... 0
Expectation value of S² ... 2.005
LUMO energy (spin up / spin down) ... 0.775 / -2.537 eV
2S+1 ... 3
Orbital gap (spin up / spin down) ... 6.64 / 8.67 eV

[2]
DFT (the ωB97M-V functional and the def2-TZVPD basis) results for a 16-piece molecular cluster, C4H41N2O15 overall in a non-equilibrium geometry.

XYZ file:
```
62
Properties=species:S:1:pos:R:3:forces:R:3
O 2.3988 1.2799 2.2457 -0.638 -0.096 0.075
O 1.3521 -2.8135 -1.7978 0.445 0.260 -0.247
O 1.0300 -3.5198 0.8046 0.280 -0.141 -0.211
O -3.7055 -2.3733 0.5442 -0.288 -1.109 -0.540
O -1.4992 -2.5215 2.0888 -0.067 -0.558 -0.158
O 2.2905 3.1578 0.3215 0.427 0.861 -0.151
O 2.2429 -1.4407 2.0580 -0.187 -0.076 0.111
O -0.5929 -0.7114 -5.0469 0.461 0.002 -0.581
O 0.5628 -1.5413 4.0714 -0.045 -0.645 0.130
O 0.1376 2.3385 3.2656 -0.378 0.287 -0.362
O -1.0684 -2.2861 -2.9278 -0.529 -0.693 -1.196
O -2.2109 -0.7576 -1.0484 0.236 -0.161 -0.602
O -0.1548 -0.6901 0.6220 -0.027 -0.060 -0.007
O -1.2988 0.0908 2.9539 -0.150 0.264 0.439
O -0.2358 3.7001 1.0728 0.328 -0.384 -0.439
N 2.2224 -0.4974 -0.8347 0.128 1.347 0.795
N -1.7543 2.3908 -1.2115 -0.328 -0.746 0.592
C 0.9679 1.5470 -1.2738 0.750 -0.736 -0.218
C 1.9057 0.6801 -1.6558 -1.133 0.086 0.532
C -0.9602 2.6376 -2.4162 -0.286 0.473 -0.236
C 0.5385 2.6973 -2.0894 0.429 2.430 -0.305
H -0.4022 -1.5336 1.0814 0.060 0.493 -0.526
H 1.6002 -0.4612 0.0207 0.507 -0.307 -0.641
H 2.9240 3.8415 0.5918 -0.227 -0.372 0.005
H -0.9303 -1.6833 -3.7097 0.012 -0.311 0.330
H -1.8508 -1.3450 -1.7664 -0.427 0.388 0.526
H 1.5064 -2.7959 1.2567 0.008 -0.166 0.003
H 1.5732 -1.4787 2.8086 0.348 -0.113 0.029
H 0.1840 -0.8835 -5.6116 -0.400 0.069 0.414
H 0.7531 3.6889 -1.5146 -0.367 -1.784 -0.893
H -0.8387 -0.5825 -0.0935 0.145 -0.294 0.421
H 1.9602 -1.3924 -1.3372 0.225 -0.332 0.069
H -2.8385 -1.3010 -0.5408 0.122 0.130 -0.184
H -1.1037 1.8836 -3.1975 -0.153 -0.104 0.055
H 0.2214 -3.6532 1.3011 -0.277 -0.041 0.176
H -0.1559 -0.9255 3.8308 -0.186 0.263 -0.044
H 2.4498 0.7421 -2.5732 0.223 0.036 -0.397
H 0.4883 -2.6410 -2.2093 -0.056 -0.193 0.120
H -1.2888 -0.4621 -5.6659 -0.058 0.039 0.067
H -4.0910 -3.2109 0.2196 0.247 0.504 0.151
H -2.7205 2.7029 -1.2883 0.353 0.170 -0.229
H 1.6069 1.6076 2.7380 0.424 0.159 -0.092
H 3.0920 -1.6476 2.4602 0.101 -0.041 0.128
H 1.1969 -3.1925 -0.9109 -0.257 -0.188 0.117
H -0.1153 2.8962 2.4509 0.229 -0.156 0.363
H -0.8257 3.2472 0.4355 -0.174 0.217 -0.059
H -1.6711 -1.7879 2.6908 -0.170 0.193 0.152
H -1.4677 -3.0986 -3.3219 0.434 0.853 0.533
H 0.4820 1.4373 -0.3046 0.108 -0.171 -0.208
H -2.3048 -2.5956 1.5355 0.316 0.023 0.352
H -1.8437 1.3832 -1.0206 0.141 0.510 -0.206
H 3.2158 -0.4412 -0.5535 -0.657 -0.436 -0.080
H -1.3033 3.6004 -2.8368 0.370 -0.386 0.121
H -0.9520 0.0273 2.0452 0.155 0.190 -0.085
H 0.1931 2.9467 4.0038 0.010 0.156 0.210
H -0.9745 0.9622 3.2852 -0.128 -0.269 -0.208
H 0.6698 3.5963 0.6658 -0.511 0.232 0.477
H 1.1161 2.7876 -3.0498 -0.443 -0.237 0.858
H 2.1936 0.3330 2.1384 0.426 0.131 -0.078
H 2.3608 2.4223 0.9593 0.363 -0.206 0.406
H -4.4042 -1.9589 1.0404 -0.551 0.391 0.411
H 0.1266 -2.4014 4.2001 0.284 0.355 0.012
```
Positions in Å, forces in eV/Å.

Summary:
ΔE to the lowest compared entry with this formula, charge and spin ... 0.0000 eV
HOMO ... -12.03 eV
Charge ... +1
LUMO energy ... -2.553 eV
Orbital gap ... 9.48 eV

[3]
DFT (the ωB97M-V functional and the def2-TZVPD basis) results for one molecule with the formula C16H18N4O3 in a non-equilibrium geometry.

XYZ file:
```
41
Properties=species:S:1:pos:R:3:forces:R:3
O 1.0147 2.8499 7.2991 0.113 0.211 0.036
O -2.1254 -0.5500 -2.0565 -0.293 0.076 0.017
O 0.3025 0.8598 7.7281 -0.007 -0.209 0.201
N 0.4096 1.8372 7.0112 0.158 -0.080 0.399
N -0.9165 2.3445 3.7096 -0.013 0.610 -0.708
N -1.3609 1.1256 4.0169 0.060 -0.041 0.746
N 0.0826 -0.6225 -2.5323 0.245 -0.041 -0.026
C 1.5936 -1.0344 -5.6921 0.102 -0.049 0.059
C 0.7123 -1.6803 1.5550 0.046 -0.002 0.141
C 0.4650 -1.5570 0.1989 -0.119 0.120 -0.116
C -0.9711 -0.6483 -1.6882 0.215 -0.017 0.068
C -1.1974 -0.3038 2.0470 -0.009 0.019 -0.081
C 0.5832 -1.6487 -4.7197 -0.010 0.007 -0.166
C -0.6152 -0.8010 -0.2416 -0.063 -0.097 0.244
C 0.6841 0.7921 -4.4621 0.077 0.001 0.040
C 2.0070 0.2694 -5.0157 -0.114 0.049 -0.180
C -2.1103 0.3693 3.0480 -0.112 -0.275 -0.504
C -0.1096 -1.0546 2.4758 -0.021 -0.038 -0.083
C -1.4439 -0.1855 0.6898 0.039 -0.076 0.014
C -0.2155 1.7840 5.7497 -0.710 -0.227 -1.352
C -0.9658 0.7348 5.2308 0.344 0.310 0.599
C -0.0553 -0.4628 -3.9630 -0.263 0.028 -0.081
C -0.2239 2.7683 4.7385 0.092 -0.329 0.493
H 2.7074 0.0661 -4.2033 0.091 -0.002 0.053
H 1.5477 -2.2717 1.8984 0.063 -0.059 0.025
H -2.7776 1.0594 2.5275 0.020 -0.096 0.161
H 0.0972 -1.1578 3.5312 0.044 -0.005 0.103
H -2.2880 0.3811 0.3266 -0.103 0.071 -0.038
H 1.0194 -0.6363 -2.1618 -0.111 0.017 0.129
H 0.2405 3.7325 4.7499 0.081 0.215 -0.030
H -0.1657 -2.2476 -5.2336 -0.023 -0.098 0.047
H 0.8127 1.5224 -3.6641 -0.100 0.060 -0.015
H 1.0927 -2.2970 -4.0047 -0.026 -0.035 0.011
H 0.1101 1.2593 -5.2620 -0.021 0.046 -0.048
H 1.0987 -2.0757 -0.5056 0.048 -0.043 -0.080
H -1.1306 -0.3941 -4.1420 0.188 -0.003 0.016
H 1.1096 -0.8130 -6.6439 0.018 0.008 -0.082
H 2.4767 0.9692 -5.7046 0.111 0.034 0.042
H 2.4368 -1.6963 -5.8832 0.003 -0.031 -0.103
H -1.2263 -0.2068 5.6695 -0.073 -0.197 0.041
H -2.7053 -0.3799 3.5784 0.033 0.169 0.008
```
Positions in Å, forces in eV/Å.

Summary:
ΔE to the lowest compared entry with this formula, charge and spin ... 4.0028 eV
HOMO ... -9.65 eV
Charge ... 0
LUMO energy ... -0.167 eV
Orbital gap ... 9.48 eV

[4]
DFT (the ωB97M-V functional and the def2-TZVPD basis) results for C31H31FIrN2O7P as an isolated structure.

XYZ file:
```
74
Properties=species:S:1:pos:R:3:forces:R:3
Ir 1.1694 0.3547 -0.5322 0.359 -0.781 -0.446
P -0.0852 -0.1621 1.2509 0.085 0.227 0.043
F -4.7708 -0.0593 -1.5187 0.017 -0.015 -0.019
O -4.4017 2.1713 -3.1572 0.010 0.015 -0.002
O -0.7825 0.2117 -5.0896 -0.005 0.015 -0.002
O 2.3476 1.0995 -2.1814 -0.101 -0.297 0.039
O 5.2018 -0.0339 -0.3495 -0.159 0.007 0.066
O 0.3075 -0.6189 -2.0982 -0.409 0.282 0.162
O 3.0648 0.1658 0.2511 -0.412 0.173 0.118
O 0.4351 -2.8439 -1.6873 0.060 0.053 0.054
N -1.9321 -0.9975 -3.5254 -0.009 -0.090 -0.010
N -2.6479 1.1180 -4.1581 0.040 -0.012 0.024
C 0.6072 -1.0125 5.1917 0.049 0.068 0.013
C 3.7871 0.9077 -1.9746 -0.043 0.111 -0.157
C 0.6069 -0.1068 2.9418 -0.141 -0.185 0.059
C -3.2184 -2.7351 0.8993 0.016 0.006 -0.060
C -1.7078 0.1143 -4.3132 0.004 -0.007 -0.002
C 1.3631 0.9916 3.3747 0.032 0.119 -0.022
C 4.0616 0.2844 -0.5961 0.317 0.024 0.093
C -1.9430 3.2268 0.2088 -0.057 0.076 -0.055
C 4.4071 2.2943 -2.0035 0.021 0.011 -0.038
C -1.9476 1.6016 2.4597 -0.055 -0.033 -0.001
C -3.6927 1.1975 -3.2399 -0.028 -0.017 -0.006
C -2.6815 3.5807 1.3266 0.025 0.070 -0.108
C -0.9150 -2.0362 -3.4867 0.058 0.020 -0.171
C -1.2182 1.2458 1.3277 -0.117 -0.140 0.169
C -1.2226 -4.0696 1.0243 0.026 0.027 0.067
C 1.7151 2.1471 2.4759 0.080 0.003 0.034
C 1.7513 1.0363 4.7112 0.041 0.030 -0.031
C -2.4440 -1.5908 1.0256 0.000 0.008 -0.049
C -2.6871 2.7714 2.4561 0.025 -0.090 0.074
C -2.6004 -3.9757 0.8956 -0.036 -0.013 0.011
C -0.4239 -2.9399 1.1647 -0.040 0.051 -0.048
C -0.4224 1.5789 -0.9950 -0.054 0.229 0.092
C 1.0656 -3.0892 1.3133 -0.060 -0.019 -0.104
C 0.2135 -1.0771 3.8653 0.078 -0.037 -0.038
C 4.3180 0.0029 -3.0688 -0.038 -0.009 -0.022
C -1.0600 -1.6835 1.1582 0.072 -0.117 0.012
C 0.0276 -1.8820 -2.2941 0.138 0.098 0.270
C -2.9445 -1.0280 -2.5899 0.075 0.036 -0.004
C -3.7967 -0.0145 -2.4340 -0.023 0.049 0.061
C 1.3939 0.0481 5.6135 -0.048 -0.045 -0.030
C -1.2004 2.0488 0.1975 -0.075 0.035 -0.080
H 3.8286 -0.9740 -3.0345 -0.002 0.013 -0.011
H 2.2097 2.9307 3.0485 0.006 -0.004 0.018
H 2.0244 0.5194 -2.8918 0.087 0.116 -0.063
H 4.1512 0.4612 -4.0460 0.010 -0.020 0.004
H 3.9295 2.9384 -1.2639 -0.008 -0.002 -0.006
H -0.3260 -1.9424 -4.3973 -0.024 -0.046 -0.032
H 5.4675 2.2220 -1.7697 0.005 -0.011 -0.009
H -4.2925 -2.6503 0.7976 -0.008 -0.005 0.011
H -3.0003 -1.9150 -1.9745 -0.016 -0.041 0.039
H -1.1200 1.0399 -1.6462 0.162 -0.028 -0.032
H -0.4122 -1.9000 3.5464 -0.010 0.001 -0.008
H -1.9173 0.9749 3.3437 -0.009 0.004 0.001
H 1.4099 -2.7552 2.2909 0.021 0.014 0.044
H 1.5896 -2.5093 0.5531 0.009 0.034 -0.002
H -0.7468 -5.0425 1.0140 -0.008 -0.001 -0.005
H -3.1929 -4.8768 0.7969 0.008 0.006 -0.013
H -2.5002 1.9323 -4.7371 -0.005 0.016 0.001
H -3.2525 4.5005 1.3220 0.001 -0.003 -0.010
H 0.2964 -1.7822 5.8857 0.000 0.003 0.001
H -1.3775 -3.0203 -3.4597 -0.024 0.013 0.050
H 1.3564 -4.1313 1.1887 -0.016 0.018 -0.015
H 2.3428 1.8792 5.0479 -0.005 -0.003 0.006
H -1.9469 3.8646 -0.6675 0.009 0.004 0.010
H 5.3835 -0.1529 -2.9219 0.013 0.009 0.006
H 2.3961 1.8389 1.6811 -0.035 -0.002 0.028
H 4.2804 2.7381 -2.9917 -0.009 0.006 0.019
H -2.9240 -0.6195 1.0134 0.017 -0.008 0.011
H 0.8207 2.5816 2.0229 0.074 -0.011 0.004
H -0.0388 2.4287 -1.5679 0.045 0.006 -0.001
H -3.2525 3.0608 3.3320 -0.005 -0.007 -0.003
H 1.7155 0.1174 6.6446 -0.001 -0.005 -0.001
```
Positions in Å, forces in eV/Å.

Summary:
ΔE to the lowest compared entry with this formula, charge and spin ... 0.9394 eV
HOMO ... -8.87 eV
Charge ... 0
LUMO energy ... -0.551 eV
Orbital gap ... 8.32 eV

Which value of charge does entry 4 give?
0

Which of these has the highest charge?
C4H41N2O15

charge of number 2 (C4H41N2O15)?
+1